The following is a DFT calculation (the ωB97M-V functional and the def2-TZVPD basis) of 4 unconnected molecules or ions with the total composition C30H37ClF10N3O8S at a distorted geometry.

Structure (XYZ):
```
90
Properties=species:S:1:pos:R:3:forces:R:3
C -4.42835 -2.95056 -3.77862 -0.03 0.05 0.35
C -3.50835 -1.79327 -3.37920 -0.48 -0.24 -0.12
C -2.08685 -2.27313 -3.22870 0.22 -0.03 0.01
F -2.01533 -3.25027 -2.24485 -0.05 0.10 -0.05
C -1.04384 -1.23474 -2.91320 -0.44 -0.16 0.45
C -0.15322 -0.62859 -3.72394 0.40 0.59 -0.08
C 0.08500 -0.77751 -5.18682 -0.13 -0.56 -0.16
C -1.15786 -1.05036 -6.06736 0.29 0.53 -0.20
C -1.31951 0.03947 -7.12508 -0.17 0.02 0.43
S -2.64036 -0.31947 -8.30448 0.12 -0.04 -0.33
N 0.66523 0.18991 -2.91786 -0.17 0.02 -0.55
C 1.79337 0.97519 -3.43664 0.36 0.02 0.02
C 2.09013 2.26254 -2.70356 0.07 0.18 0.21
N 3.04656 2.43588 -1.90552 0.17 0.03 -0.06
C 0.28002 0.05686 -1.65450 0.14 0.03 0.30
Cl 0.96779 0.68817 -0.27247 0.28 -0.03 0.03
N -0.75987 -0.76916 -1.62945 -0.24 0.13 0.09
O -1.33815 -1.16117 -0.46575 -0.07 -0.40 -0.10
C -2.43502 -0.28759 -0.04096 -1.33 -0.07 0.00
O -3.54137 -0.70064 -0.15066 0.94 0.06 -0.07
C -2.01702 0.99406 0.56354 0.11 -0.09 -0.09
C -1.52745 1.00509 1.86212 0.02 0.13 -0.03
C -1.13165 2.21042 2.41395 0.07 -0.19 0.17
C -1.21677 3.38072 1.67884 -0.01 0.08 0.02
C -1.71528 3.35712 0.38729 0.06 0.16 -0.11
C -2.11947 2.16292 -0.17945 -0.06 -0.26 0.02
H -4.73750 -3.49889 -2.89274 0.07 -0.13 0.05
H -3.93619 -3.65759 -4.44269 -0.03 0.02 -0.22
H -5.33726 -2.57370 -4.23638 -0.03 0.00 -0.18
H -3.56474 -0.99933 -4.12387 0.19 0.05 -0.03
H -3.87590 -1.38031 -2.45074 0.08 0.24 0.33
H -1.77554 -2.74623 -4.16117 0.05 -0.07 -0.02
H 0.77909 -1.61183 -5.30529 0.15 0.01 -0.05
H 0.59670 0.08813 -5.58952 0.06 0.18 0.05
H -1.02880 -1.99933 -6.57787 -0.23 -0.22 0.09
H -2.06828 -1.04628 -5.47440 0.02 -0.26 -0.05
H -0.39197 0.16101 -7.67892 -0.01 -0.02 -0.24
H -1.53629 0.98523 -6.62913 0.08 0.13 0.01
H -3.47031 -0.90019 -7.43429 -0.08 0.01 0.13
H 1.56725 1.22014 -4.46565 -0.12 0.04 -0.12
H 2.69001 0.35715 -3.45098 0.01 -0.16 0.12
H 1.46737 3.12806 -2.91320 -0.27 -0.05 -0.07
H 3.59718 1.58417 -1.77920 0.05 -0.02 0.02
H -1.45511 0.09618 2.44020 0.00 -0.12 0.00
H -0.74634 2.22047 3.42211 0.00 0.11 0.11
H -0.90607 4.31404 2.12199 0.04 0.09 0.04
H -1.78679 4.27118 -0.18161 -0.03 0.09 -0.04
H -2.50998 2.11722 -1.18629 -0.09 0.11 -0.08
C -2.65051 2.36208 9.06693 -0.01 0.19 -0.10
C -1.50833 1.81558 8.24137 -0.12 -0.27 0.26
O -1.24099 2.66093 7.09726 0.07 -0.02 -0.07
C -0.47072 3.71313 7.32751 -0.07 -0.09 -0.01
O 0.03003 4.03859 8.35890 0.04 0.06 0.06
C -0.25183 4.48937 6.01262 -0.04 0.09 0.05
F -1.38866 4.60453 5.31332 -0.03 0.01 -0.06
F 0.63153 3.83271 5.24048 0.05 -0.07 -0.08
F 0.21922 5.69971 6.25397 0.04 0.04 -0.02
H -3.54021 2.49077 8.45053 -0.02 -0.07 0.01
H -2.88356 1.67424 9.87847 0.01 -0.02 0.00
H -2.39395 3.32905 9.49770 0.04 -0.03 0.04
H -1.75757 0.84489 7.81908 -0.01 0.05 -0.11
H -0.59968 1.70814 8.83104 0.05 0.12 -0.03
C -0.72131 -5.85616 -1.20456 0.06 -0.25 -0.10
C -0.15757 -6.60528 -0.01729 -0.07 0.34 0.12
O -0.13198 -8.02407 -0.26273 0.05 -0.05 0.04
C 0.90925 -8.46682 -0.95200 -0.08 0.03 0.05
O 1.81154 -7.81714 -1.38903 0.06 0.03 -0.06
C 0.82711 -10.00161 -1.09419 0.00 0.12 -0.03
F -0.41276 -10.39005 -1.39649 -0.04 -0.07 -0.02
F 1.18191 -10.57264 0.06117 0.00 -0.06 0.05
F 1.64920 -10.41670 -2.04698 0.04 -0.07 -0.04
H -1.71240 -6.23313 -1.45704 -0.04 0.06 0.05
H -0.79713 -4.79647 -0.97621 -0.01 0.03 0.06
H -0.08050 -5.98065 -2.07780 0.04 0.04 0.03
H -0.78671 -6.47998 0.86100 -0.05 -0.13 -0.02
H 0.84547 -6.26261 0.23310 0.06 -0.09 -0.07
C 5.92035 2.69425 1.44511 0.06 0.10 0.17
C 4.63848 3.48680 1.30998 0.05 -0.27 -0.29
O 4.40383 4.29947 2.47493 -0.08 0.02 0.02
C 5.02568 5.47182 2.49601 -0.05 -0.06 0.00
O 5.75138 5.91616 1.66024 0.06 0.04 -0.04
C 4.63385 6.24162 3.77507 0.09 -0.06 -0.06
F 4.63938 5.44001 4.84142 -0.02 0.01 0.07
F 3.39851 6.73913 3.62781 -0.08 0.03 0.02
F 5.47390 7.24191 3.98544 0.01 0.07 0.04
H 5.90558 2.09604 2.35626 -0.03 -0.05 -0.03
H 6.04289 2.02910 0.59017 -0.01 0.00 -0.02
H 6.78400 3.35596 1.49165 0.00 0.02 -0.07
H 3.77641 2.82443 1.25014 -0.05 0.05 0.11
H 4.64397 4.11173 0.41858 0.03 0.10 0.06
```
Forces are in eV/Å.

Computed properties:
lowest unoccupied orbital energy	-3.0	eV
charge	+1
HOMO	-0.4319	Eh
electronic energy	-103085.249	eV
HOMO-LUMO gap	8.76	eV